{"formula": "CH6BNO3", "method": "ωB97M-V/def2-TZVPD", "symbols": ["B", "C", "N", "O", "O", "O", "H", "H", "H", "H", "H", "H"], "xyz": [[-0.5441, -0.4944, 0.1753], [0.8369, 0.2487, -1.8627], [0.1682, 0.3986, 2.3438], [-1.6205, -1.0758, 0.6859], [-0.3431, -0.5193, -1.6045], [0.3207, 0.2749, 0.8826], [1.2866, 0.0873, -2.8966], [1.7572, -0.1540, -1.2791], [0.8501, 1.2876, -1.7318], [0.1084, 1.3785, 2.4305], [-0.4442, -0.2824, 2.7882], [-2.3763, -1.1496, 0.0684]], "atomic_forces_ev_per_a": [[0.9, 1.2, -4.4], [3.1, -3.1, -0.8], [1.5, -1.3, -1.6], [-1.4, -0.5, -0.2], [0.4, 1.1, 5.0], [-0.2, -0.9, 0.6], [-1.4, 0.0, 0.7], [-1.5, 0.6, -0.3], [-0.8, 1.6, 0.5], [-0.8, 0.8, 0.7], [-0.4, 0.7, -0.7], [0.8, -0.2, 0.4]], "e_tot_ev": -9442.760, "e_lumo_ha": 0.0145, "e_above_lowest_kcal_mol": 38.7, "gap_ev": 10.15, "smiles": "COB(O)ON", "homo_energy_ha": -0.3583}